This record from the OMol25 dataset describes a structure of composition C4H5NOS at a distorted geometry. The level of theory is ωB97M-V/def2-TZVPD.

Gap between HOMO and LUMO in eV: 8.48
Relative energy (zero: lowest compared OMol25 entry of this formula, charge and spin) in kcal per mole: 79.6

The geometry in XYZ format:
```
12
Properties=species:S:1:pos:R:3:mulliken_charge:R:1
C 2.33135 -0.05738 0.14396 -0.57
C 1.23736 -0.89191 -0.22426 -0.28
C -0.21652 -0.44241 -0.10776 0.60
C -1.99616 0.94641 0.03806 -0.22
H 2.47020 1.15520 0.21396 0.23
H 3.49982 -0.51742 0.16184 0.20
H 1.54242 -1.97566 -0.45129 0.28
H -2.21202 1.29133 1.03387 0.27
H -2.50845 1.76237 -0.65131 0.24
N -1.04541 -1.35148 0.11486 -0.35
O -0.58631 0.90227 -0.23401 -0.33
S -2.51629 -0.82131 -0.03792 -0.05
```

This record from the OMol25 dataset describes a structure of composition C4H5NOS2 at a distorted geometry. The level of theory is ωB97M-V/def2-TZVPD.

Gap between HOMO and LUMO in eV: 9.01
Relative energy (zero: lowest compared OMol25 entry of this formula, charge and spin) in kcal per mole: 48.8

The geometry in XYZ format:
```
13
Properties=species:S:1:pos:R:3:mulliken_charge:R:1
C 2.71500 -0.34801 -0.33383 0.10
C -0.08661 -0.88555 -0.12632 0.37
C -1.99217 0.65906 0.50162 -0.61
C -0.41802 0.61198 0.07010 -0.50
H 3.68225 -0.82283 -0.25384 0.32
H -2.31637 1.56739 0.21239 0.40
H -2.20433 0.38693 1.55110 0.32
H -0.42120 0.83327 -1.10134 0.27
H 0.41876 1.18081 0.66111 0.34
N -1.00078 -1.57947 -0.45468 -0.44
O 2.52892 0.82294 -0.58579 -0.44
S 1.56414 -1.56781 0.29206 -0.12
S -2.46959 -0.85871 -0.43260 -0.03
```

This record from the OMol25 dataset describes a cluster of 2 separate species, C4H5NOS2 in total at a distorted geometry. The level of theory is ωB97M-V/def2-TZVPD.

SMILES string: C=CC=S.O=C=NS
Gap between HOMO and LUMO in eV: 8.16
Relative energy (zero: lowest compared OMol25 entry of this formula, charge and spin) in kcal per mole: 74.8

The geometry in XYZ format:
```
13
Properties=species:S:1:pos:R:3:mulliken_charge:R:1
C -0.73936 1.06394 -0.49246 -0.77
C -0.13772 0.17486 -1.20627 -0.16
C 1.37100 0.33254 -1.31999 -0.08
S 2.24613 1.49502 -0.72783 -0.26
H -0.22491 1.74296 0.16607 0.32
H -1.79072 0.98480 -0.34501 0.40
H -0.53253 -0.73110 -1.78349 0.26
H 1.84288 -0.65921 -1.70258 0.25
O 1.65436 -1.57922 0.67217 -0.42
C 0.75553 -1.23944 1.34355 0.57
N -0.20460 -0.63196 1.66732 -0.21
S -1.85489 -1.13790 1.95281 -0.07
H -2.38516 0.18471 1.77572 0.16
```

This record from the OMol25 dataset describes an isolated molecule of C4H5NOS2 at a distorted geometry. The level of theory is ωB97M-V/def2-TZVPD.

SMILES string: C=C(NC=O)SC=S
Gap between HOMO and LUMO in eV: 8.41
Relative energy (zero: lowest compared OMol25 entry of this formula, charge and spin) in kcal per mole: 91.7

The geometry in XYZ format:
```
13
Properties=species:S:1:pos:R:3:mulliken_charge:R:1
C 1.33180 1.79005 0.94463 -0.69
C 1.41490 0.80154 0.01292 0.21
N 2.35759 -0.09332 -0.38006 -0.32
C 2.09865 -1.43618 0.00209 0.22
O 1.08545 -1.58094 0.75202 -0.48
S -0.27020 0.50820 -0.95950 -0.05
C -1.42799 0.07631 0.40888 -0.12
S -3.03964 -0.31239 0.11226 -0.20
H 0.43028 2.44302 0.67787 0.28
H 2.07870 2.18957 1.80614 0.25
H 3.11037 0.21862 -1.31062 0.35
H 2.60629 -2.34747 -0.64927 0.27
H -0.95913 0.27354 1.46470 0.28
```

This record from the OMol25 dataset describes an isolated molecule of C4H5NOS2 at a distorted geometry. The level of theory is ωB97M-V/def2-TZVPD.

SMILES string: SCc1coc(S)n1
Gap between HOMO and LUMO in eV: 9.19
Relative energy (zero: lowest compared OMol25 entry of this formula, charge and spin) in kcal per mole: 55.8

The geometry in XYZ format:
```
13
Properties=species:S:1:pos:R:3:mulliken_charge:R:1
S -0.06101 -2.08081 -2.34233 -0.18
C -0.99778 -0.98469 -1.25314 -0.84
C -0.27922 -0.12919 -0.09479 0.66
C -0.24558 -0.26652 1.31767 -0.36
O 0.43240 0.75475 1.85513 -0.31
C 0.92171 1.48402 0.90435 0.49
S 1.92141 2.77485 1.65601 -0.23
N 0.40558 1.03212 -0.25925 -0.62
H -0.07580 -3.17828 -1.31415 0.15
H -1.90619 -1.60875 -0.89106 0.31
H -1.54401 -0.23233 -1.83125 0.29
H -0.65908 -1.06518 1.79949 0.47
H 2.08757 3.50001 0.45333 0.18
```

This record from the OMol25 dataset describes an isolated molecule of C4H5NOS2 at a distorted geometry. The level of theory is ωB97M-V/def2-TZVPD.

Gap between HOMO and LUMO (spin up / spin down) in eV: 6.30 / 6.70
Relative energy (zero: lowest compared OMol25 entry of this formula, charge and spin) in kcal per mole: 69.3
Spin multiplicity: 3

The geometry in XYZ format:
```
13
Properties=species:S:1:pos:R:3:mulliken_charge:R:1
C -0.56592 0.77633 0.70630 -0.57
C -1.41372 0.32712 1.69753 -0.46
C -0.67155 -1.49433 0.13946 -0.47
C -0.18916 -0.26701 -0.13468 0.43
N 1.90391 1.35693 -0.97143 -0.71
O 1.62367 -1.21273 -1.68442 -0.61
S -1.74173 -1.34231 1.51306 -0.12
S 1.07520 0.08235 -1.33420 0.63
H -0.08031 1.67251 0.42478 0.56
H -1.86751 0.74573 2.56514 0.42
H -0.71910 -2.50537 -0.27329 0.42
H 2.30979 1.30992 -0.09022 0.28
H 0.33643 0.55086 -2.55804 0.18
```

This record from the OMol25 dataset describes a structure of composition C4H5NS at a distorted geometry. The level of theory is ωB97M-V/def2-TZVPD.

Gap between HOMO and LUMO in eV: 7.50
Relative energy (zero: lowest compared OMol25 entry of this formula, charge and spin) in kcal per mole: 155.7

The geometry in XYZ format:
```
11
Properties=species:S:1:pos:R:3:mulliken_charge:R:1
C 0.72401 0.94345 -1.17626 -0.68
C -0.72973 -1.02225 -0.17545 -0.68
C 0.06311 0.95193 0.95775 -0.68
C -0.31866 0.44726 -0.32117 0.83
N 0.64447 -1.46808 0.10233 -0.46
S 1.50227 -0.08553 0.12247 0.23
H 0.77753 0.27447 -2.07319 0.25
H -1.36404 -1.03960 0.77528 0.21
H -1.19820 -1.56009 -0.97149 0.31
H 0.31450 2.02199 1.01344 0.30
H -0.41527 0.53646 1.74629 0.35
```

This record from the OMol25 dataset describes an isolated molecule of C4H5NS at a distorted geometry. The level of theory is ωB97M-V/def2-TZVPD.

SMILES string: N#C/C=C/CS
Gap between HOMO and LUMO in eV: 9.75
Relative energy (zero: lowest compared OMol25 entry of this formula, charge and spin) in kcal per mole: 20.6

The geometry in XYZ format:
```
11
Properties=species:S:1:pos:R:3:mulliken_charge:R:1
N -3.61509 -0.65776 -0.09640 -0.38
C -2.53281 -0.33496 -0.29865 0.15
C -1.22392 0.18945 -0.52358 -0.33
C -0.21406 -0.07289 0.32458 0.17
C 1.14745 0.55627 0.15760 -0.80
S 2.47251 -0.59245 -0.39055 -0.17
H -1.02700 0.84061 -1.38296 0.31
H -0.20897 -0.83018 1.11030 0.30
H 1.57738 1.00240 1.07219 0.35
H 1.16226 1.34507 -0.62425 0.29
H 2.46225 -1.44556 0.65171 0.11
```

This record from the OMol25 dataset describes a structure of composition C4H5NS2 at a distorted geometry. The level of theory is ωB97M-V/def2-TZVPD.

Gap between HOMO and LUMO in eV: 7.91
Relative energy (zero: lowest compared OMol25 entry of this formula, charge and spin) in kcal per mole: 144.7

The geometry in XYZ format:
```
12
Properties=species:S:1:pos:R:3:mulliken_charge:R:1
C 0.75758 -0.53427 1.02922 -1.00
C -0.06688 0.01707 -0.17778 1.24
C -1.51131 -0.53715 -0.30055 -0.67
C -0.18648 1.56090 -0.04872 -0.11
H -0.04369 -1.34525 1.92288 0.28
H 1.63160 -1.41773 0.62405 0.27
H 1.45718 0.60461 1.52515 0.28
H 2.06105 0.52832 -1.33299 0.19
H -1.51935 -1.73084 -0.46896 0.27
N -0.40002 2.76733 -0.28326 -0.48
S 0.86875 -0.04956 -1.74379 -0.20
S -3.04842 0.13655 -0.74525 -0.10
```

This record from the OMol25 dataset describes the ion C4H5O2S2 with charge -1 at a distorted geometry. The level of theory is ωB97M-V/def2-TZVPD.

Gap between HOMO and LUMO in eV: 6.53
Relative energy (zero: lowest compared OMol25 entry of this formula, charge and spin) in kcal per mole: 26.5
Total charge: -1

The geometry in XYZ format:
```
13
Properties=species:S:1:pos:R:3:mulliken_charge:R:1
C 1.47069 0.60740 0.32033 -0.39
C 1.71914 -0.51299 1.03620 -0.26
C 0.15341 0.95395 -0.13589 -0.51
C -0.88726 -0.29104 0.30957 -0.46
O -3.09860 -0.88075 -0.76037 -0.61
O -1.18495 -0.43345 -2.32327 -0.60
S 0.26093 -1.39272 1.34852 -0.21
S -1.75367 -1.19709 -1.21660 0.45
H 2.27094 1.11415 -0.10897 0.35
H 2.61560 -0.98331 1.48292 0.30
H -0.05002 1.96120 0.31743 0.21
H 0.12822 1.18243 -1.30426 0.26
H -1.64443 -0.12778 1.03439 0.48
```

> The highest relative energy (zero: lowest compared OMol25 entry of this formula, charge and spin) belongs to which entry?

number 7

> Which value of relative energy (zero: lowest compared OMol25 entry of this formula, charge and spin) does entry 2 give?

48.8 kcal per mole